w) Density functional theory data (the ωB97M-V functional and the def2-TZVPD basis) for a cluster of 16 separate species, C32H96O16 in total.

Results
- charge = 0
- orbital gap (eV) = 9.79
- multiplicity = 1

Each line ends with the Löwdin charge.
Geometry (Å):
O: -8.95 -27.76 30.41  -0.08
O: -8.70 -27.22 27.48  -0.09
O: -10.38 -19.27 29.45  -0.07
O: -15.39 -28.35 28.74  -0.08
O: -17.07 -22.01 25.83  -0.09
O: -12.84 -22.36 26.18  -0.10
O: -19.90 -22.32 30.43  -0.08
O: -15.19 -23.03 27.95  -0.08
O: -7.80 -28.21 33.12  -0.09
O: -7.88 -21.50 30.87  -0.10
O: -10.63 -21.14 36.72  -0.11
O: -10.45 -24.40 31.03  -0.10
O: -13.41 -21.56 36.27  -0.09
O: -18.20 -26.11 32.88  -0.09
O: -9.01 -23.13 32.93  -0.09
O: -14.63 -15.69 28.32  -0.05
C: -12.35 -23.02 31.64  -0.04
C: -11.85 -24.37 31.01  -0.28
C: -14.82 -17.69 29.55  -0.10
C: -18.84 -21.62 29.86  -0.30
C: -8.43 -29.90 29.44  -0.07
C: -17.30 -27.03 33.49  -0.31
C: -6.67 -22.06 30.26  -0.29
C: -11.16 -18.36 31.54  -0.08
C: -13.93 -22.10 35.07  -0.30
C: -16.12 -27.40 32.57  -0.08
C: -6.77 -27.75 26.21  -0.09
C: -14.29 -17.04 28.31  -0.35
C: -13.10 -28.04 29.07  -0.10
C: -16.84 -24.77 28.24  -0.06
C: -8.90 -19.61 36.02  -0.08
C: -16.07 -21.08 25.27  -0.27
C: -8.32 -24.12 33.58  -0.34
C: -8.55 -24.30 35.09  -0.06
C: -9.44 -29.04 30.15  -0.33
C: -7.32 -29.83 34.82  -0.09
C: -7.02 -23.34 29.54  -0.09
C: -7.69 -28.41 34.54  -0.30
C: -14.22 -27.88 28.10  -0.31
C: -11.43 -22.46 28.07  -0.05
C: -11.87 -23.19 26.78  -0.30
C: -18.17 -20.78 31.05  -0.06
C: -10.50 -18.07 30.15  -0.31
C: -14.88 -23.24 35.41  -0.07
C: -7.30 -27.16 27.50  -0.34
C: -15.42 -24.41 27.97  -0.35
C: -15.64 -20.04 26.25  -0.11
C: -10.24 -20.29 35.63  -0.29
H: -11.21 -17.49 29.56  0.09
H: -7.01 -27.80 28.33  0.09
H: -12.26 -24.20 26.82  0.10
H: -7.02 -27.23 25.28  0.07
H: -9.57 -19.71 29.73  0.07
H: -11.53 -21.43 36.52  0.02
H: -15.11 -24.85 27.03  0.11
H: -10.88 -23.12 28.74  0.05
H: -10.44 -29.08 29.72  0.10
H: -12.15 -27.86 28.57  0.07
H: -14.81 -24.83 28.77  0.10
H: -7.98 -23.18 29.05  0.07
H: -12.23 -22.05 28.68  0.06
H: -10.72 -21.69 27.75  0.08
H: -17.00 -26.53 34.41  0.11
H: -15.26 -23.71 34.50  0.07
H: -17.33 -24.18 29.01  0.07
H: -8.62 -28.15 35.03  0.12
H: -6.42 -21.34 29.49  0.10
H: -8.58 -27.87 31.29  0.04
H: -6.93 -27.77 34.97  0.11
H: -15.10 -21.45 24.92  0.11
H: -13.18 -27.29 29.85  0.07
H: -12.99 -29.03 29.49  0.08
H: -14.28 -17.40 30.45  0.06
H: -18.89 -20.04 31.42  0.07
H: -14.39 -21.32 34.46  0.11
H: -9.59 -17.51 30.34  0.11
H: -7.93 -25.03 35.61  0.06
H: -16.41 -27.62 31.54  0.06
H: -17.32 -20.22 30.66  0.05
H: -8.53 -19.16 35.10  0.06
H: -11.73 -22.56 32.40  0.06
H: -12.21 -24.56 30.00  0.10
H: -18.63 -26.52 32.13  0.08
H: -13.21 -17.13 28.24  0.11
H: -5.84 -22.18 30.96  0.11
H: -7.31 -23.73 33.48  0.11
H: -8.07 -20.25 36.32  0.07
H: -15.76 -28.40 32.80  0.07
H: -13.04 -22.36 34.49  0.10
H: -7.18 -28.75 26.10  0.07
H: -12.42 -22.24 30.88  0.05
H: -8.21 -29.55 28.43  0.06
H: -14.97 -20.50 26.97  0.06
H: -17.82 -27.95 33.74  0.10
H: -8.43 -25.05 33.02  0.11
H: -11.09 -23.36 26.04  0.11
H: -16.87 -25.83 28.50  0.08
H: -19.05 -20.94 29.03  0.11
H: -15.86 -17.42 29.71  0.08
H: -14.15 -21.13 36.71  0.10
H: -17.78 -21.48 31.78  0.06
H: -5.69 -27.86 26.23  0.07
H: -6.95 -28.42 32.72  0.09
H: -8.73 -30.92 29.17  0.08
H: -9.79 -23.50 32.53  0.04
H: -15.59 -22.85 36.13  0.07
H: -14.46 -24.05 36.00  0.08
H: -11.09 -19.62 35.44  0.10
H: -19.54 -22.84 31.16  0.08
H: -11.28 -17.55 32.27  0.07
H: -15.99 -22.72 27.51  0.04
H: -10.11 -20.87 34.71  0.09
H: -16.43 -19.64 26.88  0.08
H: -9.01 -18.82 36.77  0.07
H: -6.93 -26.14 27.60  0.10
H: -15.03 -19.25 25.81  0.08
H: -8.13 -30.45 34.44  0.08
H: -12.16 -25.22 31.63  0.10
H: -15.36 -26.62 32.58  0.07
H: -17.32 -24.59 27.28  0.08
H: -14.72 -17.60 27.48  0.09
H: -6.14 -23.67 28.99  0.08
H: -13.62 -22.48 26.73  0.03
H: -14.73 -18.77 29.64  0.07
H: -9.57 -29.47 31.14  0.11
H: -15.23 -29.29 28.88  0.08
H: -10.73 -19.25 31.99  0.06
H: -17.51 -22.41 25.08  0.08
H: -9.56 -24.72 35.17  0.07
H: -6.37 -30.12 34.39  0.08
H: -14.34 -26.83 27.82  0.09
H: -7.55 -29.90 30.08  0.08
H: -18.20 -22.35 29.37  0.07
H: -12.17 -18.77 31.42  0.05
H: -16.56 -20.54 24.46  0.11
H: -7.36 -24.11 30.23  0.06
H: -9.06 -27.22 28.37  0.04
H: -8.13 -22.01 31.64  0.03
H: -13.96 -28.51 27.25  0.12
H: -7.30 -30.05 35.89  0.08
H: -13.88 -15.24 28.70  0.09
H: -10.15 -25.14 30.50  0.09
H: -8.59 -23.34 35.60  0.07
H: -13.41 -23.21 31.82  0.07


x) Density functional theory data (the ωB97M-V functional and the def2-TZVPD basis) for a cluster of 16 separate species, C32H96O16 in total.

Results
- charge = 0
- orbital gap (eV) = 9.43
- multiplicity = 1

Each line ends with the Löwdin charge.
Geometry (Å):
O: -1.33 -6.97 0.11  -0.09
O: 0.87 -0.44 4.05  -0.10
O: -1.54 1.01 4.48  -0.09
O: 4.59 1.41 -4.21  -0.09
O: -3.23 -5.48 7.21  -0.10
O: -6.05 1.61 1.09  -0.10
O: 1.80 -3.33 -5.91  -0.10
O: 1.36 -0.81 -0.79  -0.10
O: 5.22 -1.40 -3.96  -0.09
O: 2.46 1.94 2.49  -0.08
O: -2.09 3.38 0.23  -0.11
O: -1.78 4.05 4.13  -0.10
O: 6.08 3.84 -3.65  -0.09
O: 1.24 -1.71 -3.37  -0.09
O: 2.99 1.14 -0.04  -0.10
O: -4.96 -1.26 0.08  -0.09
C: 5.40 5.01 -3.25  -0.31
C: -3.15 0.15 3.05  -0.08
C: 1.85 -2.45 -6.99  -0.32
C: 4.63 4.77 -1.91  -0.08
C: -1.21 -6.12 -1.05  -0.30
C: -2.03 6.02 5.36  -0.09
C: -2.81 2.60 -0.76  -0.25
C: -8.48 1.56 1.07  -0.09
C: -7.22 2.23 0.56  -0.32
C: -0.05 -1.25 -3.70  -0.32
C: -1.69 1.90 -1.62  -0.07
C: -1.62 -4.77 -0.53  -0.09
C: -2.59 4.61 5.20  -0.28
C: 3.21 1.58 -4.43  -0.29
C: 2.99 2.98 -5.09  -0.06
C: -0.96 -2.39 -4.11  -0.07
C: 1.94 -2.56 3.74  -0.07
C: 7.03 -1.53 -5.22  -0.08
C: 6.20 -2.28 -4.24  -0.35
C: 3.32 -2.38 -7.39  -0.08
C: -5.46 -2.49 0.69  -0.28
C: -3.09 -3.90 5.22  -0.09
C: 0.90 -1.13 0.51  -0.26
C: 1.43 -1.55 4.77  -0.28
C: 5.34 1.15 -0.21  -0.05
C: -3.78 -4.23 6.56  -0.24
C: -5.54 -2.52 2.18  -0.09
C: 4.04 0.31 -0.15  -0.33
C: -0.28 -0.28 1.00  -0.07
C: 2.12 4.35 2.47  -0.07
C: 1.51 2.99 2.48  -0.33
C: -2.78 0.33 4.49  -0.29
H: -2.31 4.08 3.34  0.07
H: 4.35 -1.82 -4.04  0.10
H: -2.42 -5.26 7.69  0.06
H: 2.11 -3.54 4.19  0.07
H: -3.65 4.56 4.97  0.12
H: 2.14 -1.19 5.51  0.11
H: -2.91 -4.70 4.50  0.08
H: 2.79 0.77 -5.03  0.10
H: -1.75 -6.46 -1.93  0.11
H: -9.41 2.01 0.72  0.08
H: 7.23 -0.50 -4.93  0.09
H: 2.37 4.68 1.46  0.07
H: 7.88 -1.99 -5.72  0.08
H: 1.94 3.18 -5.33  0.07
H: 5.45 3.14 -3.80  0.02
H: 5.32 4.80 -1.07  0.07
H: 6.22 0.52 -0.08  0.07
H: 2.14 1.12 2.87  0.07
H: -1.98 -2.06 -4.30  0.07
H: -5.95 0.75 0.69  0.04
H: -4.90 -3.36 0.34  0.10
H: -2.31 6.43 4.39  0.07
H: 1.54 -1.48 -6.58  0.11
H: 5.71 -3.20 -4.58  0.12
H: 5.32 1.92 0.56  0.08
H: -7.24 2.13 -0.53  0.11
H: -3.06 -0.91 2.80  0.06
H: 4.06 -0.22 0.81  0.11
H: 1.18 -2.86 -7.74  0.11
H: -2.70 -4.57 -0.54  0.06
H: 4.81 0.52 -3.94  0.05
H: -3.82 -3.39 7.25  0.10
H: 1.53 5.14 2.93  0.07
H: 3.96 -0.41 -0.97  0.12
H: -0.69 -0.62 1.95  0.05
H: 3.75 -3.28 -7.84  0.08
H: 2.73 1.61 -3.46  0.10
H: -0.95 6.03 5.48  0.08
H: -2.25 -7.24 0.17  0.08
H: 3.33 3.73 -4.38  0.04
H: -2.71 3.69 0.90  0.06
H: -1.22 -0.30 0.44  0.07
H: 0.65 -2.05 5.35  0.10
H: 1.53 -2.84 -5.13  0.03
H: 2.98 4.29 3.14  0.08
H: -1.26 -4.58 0.48  0.08
H: -3.52 3.20 -1.34  0.11
H: -2.06 -3.57 5.35  0.05
H: 6.20 5.74 -3.05  0.10
H: -0.76 -2.82 -5.09  0.07
H: -6.13 -3.39 2.47  0.08
H: 1.41 -1.51 -2.45  0.04
H: 0.78 2.87 1.67  0.10
H: -4.18 0.44 2.84  0.07
H: -1.01 -3.13 -3.31  0.06
H: -0.01 -0.50 -4.49  0.11
H: 4.76 5.38 -4.05  0.09
H: -7.21 3.29 0.85  0.11
H: -0.95 1.40 -1.00  0.04
H: 1.25 -2.66 2.90  0.06
H: -1.95 1.02 -2.20  0.06
H: 3.94 5.59 -1.68  0.06
H: -1.66 1.95 4.32  0.05
H: -2.65 -0.63 4.98  0.10
H: -2.55 0.73 2.36  0.07
H: -0.46 -0.82 -2.78  0.09
H: 4.08 3.83 -1.92  0.06
H: -3.56 0.87 5.01  0.11
H: 3.54 3.14 -6.01  0.08
H: 0.07 0.73 1.21  0.07
H: 1.74 -0.99 1.19  0.09
H: -1.26 -3.98 -1.19  0.05
H: -6.14 -1.69 2.56  0.08
H: 3.91 -2.02 -6.56  0.05
H: 6.43 -1.39 -6.13  0.07
H: -8.41 0.51 0.82  0.07
H: -2.51 6.41 6.25  0.08
H: -6.50 -2.58 0.38  0.11
H: -3.29 1.80 -0.20  0.09
H: -4.61 -2.47 2.75  0.04
H: -2.28 4.20 6.16  0.11
H: 6.81 -2.53 -3.37  0.11
H: -1.25 2.61 -2.32  0.07
H: -0.17 -6.21 -1.35  0.11
H: 5.46 1.50 -1.23  0.06
H: 3.40 -1.63 -8.18  0.07
H: 2.91 1.77 0.68  0.07
H: -5.34 -1.07 -0.78  0.08
H: 0.66 -2.19 0.62  0.11
H: -3.51 -3.02 4.74  0.04
H: 2.91 -2.26 3.34  0.07
H: -4.85 -4.29 6.36  0.10
H: 0.88 2.93 3.37  0.11
H: -8.47 1.63 2.16  0.07
H: 0.02 -0.25 4.46  0.04
H: 1.73 0.08 -0.72  0.04


y) Density functional theory data (the ωB97M-V functional and the def2-TZVPD basis) for a cluster of 16 separate species, C32H96O16 in total.

Results
- charge = 0
- orbital gap (eV) = 9.47
- multiplicity = 1

Each line ends with the Löwdin charge.
Geometry (Å):
O: -4.25 1.03 -3.70  -0.08
O: 0.17 -4.48 3.84  -0.07
O: 0.53 5.54 -1.09  -0.09
O: 4.02 -0.62 3.91  -0.10
O: 0.16 2.51 4.64  -0.08
O: 3.30 -3.15 -1.48  -0.07
O: -1.92 0.96 3.25  -0.12
O: 2.00 -1.15 -2.93  -0.10
O: 2.99 0.54 1.65  -0.09
O: 0.68 5.03 1.48  -0.08
O: -4.38 -2.99 -0.15  -0.10
O: 2.63 1.43 -3.04  -0.10
O: 1.32 1.65 -5.48  -0.09
O: 0.26 0.16 1.89  -0.10
O: -3.15 -1.23 -2.05  -0.12
O: -1.90 -6.92 -0.01  -0.06
C: -4.57 -2.36 -3.42  -0.08
C: -0.12 0.39 -0.50  -0.04
C: 3.04 4.59 1.12  -0.06
C: 5.00 0.32 0.30  -0.05
C: 3.61 2.42 -2.74  -0.28
C: 0.20 2.47 -5.34  -0.29
C: 2.51 -3.73 -0.45  -0.33
C: 0.66 -3.00 -3.57  -0.06
C: -0.06 -0.52 0.72  -0.29
C: 1.02 1.51 5.07  -0.35
C: 0.94 -1.48 -3.81  -0.27
C: 3.29 -4.77 0.31  -0.08
C: 1.66 4.03 1.43  -0.30
C: -3.68 2.56 -2.00  -0.09
C: -0.79 -2.41 4.27  -0.07
C: -2.94 1.86 3.00  -0.30
C: -2.75 2.57 1.65  -0.04
C: -3.11 -2.01 -3.23  -0.29
C: -0.28 -3.33 3.16  -0.31
C: 3.45 0.54 0.30  -0.27
C: 3.06 -1.70 3.94  -0.29
C: -4.89 -2.35 1.04  -0.25
C: -3.76 -1.57 1.75  -0.07
C: 2.95 3.73 -2.46  -0.07
C: 2.34 2.09 5.41  -0.07
C: -0.92 -5.96 0.36  -0.31
C: -1.17 5.25 -2.80  -0.07
C: -0.98 1.64 -4.82  -0.06
C: -0.54 4.69 -1.52  -0.31
C: -1.43 -4.61 0.03  -0.11
C: 3.07 -2.28 5.37  -0.08
C: -4.51 2.31 -3.26  -0.34
H: 3.07 1.29 5.49  0.07
H: 0.77 5.28 -0.20  0.00
H: 0.48 1.03 5.89  0.12
H: 2.47 4.25 -3.29  0.08
H: 2.65 2.87 4.71  0.08
H: -3.61 3.22 1.51  0.09
H: 0.56 -3.15 -2.49  0.06
H: 4.05 -2.70 5.61  0.07
H: -0.56 2.14 4.13  0.04
H: -1.16 0.74 -5.41  0.08
H: -3.75 3.58 -1.63  0.08
H: -3.82 0.55 -2.99  0.03
H: -5.26 -3.17 1.65  0.11
H: 0.03 -6.12 -0.15  0.11
H: -1.11 -1.46 3.83  0.04
H: 1.60 -4.20 -0.83  0.08
H: -3.84 1.26 2.94  0.10
H: -2.50 -2.88 -2.99  0.09
H: 1.16 -1.31 -4.86  0.11
H: -4.42 -3.94 -0.03  0.09
H: 2.84 -4.99 1.28  0.07
H: -1.90 -4.59 -0.95  0.08
H: -3.40 -0.75 1.13  0.07
H: 5.39 0.34 -0.71  0.06
H: 0.56 -2.82 2.70  0.10
H: -5.70 -1.64 0.90  0.11
H: -1.89 2.24 -4.85  0.06
H: 3.36 -5.70 -0.25  0.07
H: 1.24 1.19 -6.33  0.10
H: -4.08 -1.15 2.71  0.07
H: 2.33 2.60 6.38  0.08
H: 2.09 -1.25 3.73  0.07
H: 3.71 3.73 1.10  0.07
H: -1.63 -7.31 -0.84  0.08
H: 3.00 -0.28 -0.27  0.10
H: 2.77 -2.57 -2.02  0.01
H: 2.03 0.64 1.70  0.04
H: 2.87 -1.55 6.16  0.07
H: -4.10 1.85 -1.29  0.08
H: -0.59 -4.98 4.17  0.09
H: -2.13 0.62 4.12  0.11
H: 0.08 -0.86 -3.54  0.08
H: -2.68 -1.45 -4.07  0.11
H: 3.76 -0.14 3.11  0.02
H: -0.40 5.57 -3.51  0.07
H: -2.24 -4.36 0.71  0.05
H: -2.88 -2.19 1.93  0.05
H: -3.04 2.51 3.87  0.13
H: 1.69 3.61 2.44  0.10
H: -0.83 1.20 -0.33  0.05
H: 0.76 -1.18 0.47  0.10
H: 2.09 -2.98 0.22  0.08
H: 1.39 -3.61 -4.10  0.08
H: -0.06 -2.15 5.04  0.07
H: -4.66 -2.86 -4.38  0.07
H: 1.13 0.75 4.29  0.09
H: -1.64 -2.90 4.75  0.08
H: 3.16 5.17 0.21  0.07
H: -1.06 -3.54 2.43  0.07
H: 3.26 1.46 -0.25  0.07
H: 5.53 1.11 0.84  0.07
H: 5.25 -0.65 0.73  0.08
H: 4.27 2.40 -3.61  0.12
H: 1.44 3.22 0.74  0.10
H: 2.32 -0.27 -3.15  0.04
H: -0.79 -3.72 0.08  0.07
H: -0.71 -5.95 1.43  0.11
H: 3.61 4.49 -2.05  0.08
H: 4.24 2.05 -1.94  0.09
H: -1.91 4.57 -3.22  0.05
H: -5.26 -1.52 -3.42  0.08
H: -0.46 -0.20 -1.34  0.07
H: 2.17 3.57 -1.72  0.05
H: -2.59 1.86 0.83  0.05
H: -1.80 3.11 1.66  0.07
H: -0.31 -3.34 -3.94  0.05
H: 0.82 0.89 -0.73  0.06
H: -0.85 1.42 -3.76  0.06
H: 0.38 3.33 -4.70  0.10
H: -0.24 3.64 -1.57  0.09
H: 2.34 1.70 -3.91  0.04
H: 3.36 5.26 1.92  0.08
H: -5.57 2.41 -3.04  0.11
H: -2.62 2.37 -2.18  0.06
H: 2.36 -3.09 5.48  0.06
H: 4.34 -4.59 0.55  0.07
H: -4.88 -3.10 -2.67  0.06
H: -3.60 -1.76 -1.39  0.03
H: 0.05 2.87 -6.35  0.12
H: 0.48 5.19 2.41  0.11
H: -0.55 0.41 2.33  0.03
H: -4.17 3.02 -4.01  0.10
H: 3.25 -2.50 3.22  0.11
H: -1.31 4.63 -0.74  0.10
H: -0.97 -1.10 0.90  0.10
H: -1.78 6.11 -2.52  0.07


Stability, lowest: w)